Entry 1:
Computed, not measured: C22H18N6NiO7Se3 as an isolated structure, with ωB97M-V/def2-TZVPD.

Structure (XYZ):
```
57
Properties=species:S:1:pos:R:3:forces:R:3
Ni -0.763678 -0.039376 0.374547 -0.25 0.43 -0.02
Se -3.189052 -1.513182 -2.166752 -0.04 -0.03 0.00
Se -2.492148 0.663349 -2.519984 -0.01 0.02 0.01
C -0.628090 0.230903 -2.535400 -0.01 0.03 0.01
C 0.141419 0.512720 -3.647596 -0.01 -0.02 -0.03
C 1.475955 0.134112 -3.645646 0.00 0.00 0.01
C 1.985233 -0.531900 -2.545708 0.00 -0.01 -0.01
C 1.151537 -0.756031 -1.464966 0.00 -0.03 -0.01
N -0.128543 -0.370114 -1.455020 0.08 -0.05 0.01
C -3.662828 -1.422169 -0.301852 0.04 0.20 -0.06
C -4.885464 -1.979359 0.042550 -0.01 0.01 -0.05
C -5.311126 -1.899413 1.356384 -0.01 -0.02 0.01
C -4.512803 -1.233316 2.266745 0.00 0.02 0.00
C -3.304246 -0.713045 1.839381 -0.05 -0.10 -0.03
N -2.860334 -0.817690 0.576583 0.20 -0.43 0.23
H -0.306670 1.006459 -4.497399 0.01 0.01 0.00
H 2.102400 0.346321 -4.502322 0.00 0.00 0.00
H 3.015802 -0.853674 -2.500033 0.00 0.01 0.00
H 1.525300 -1.220569 -0.562355 -0.01 0.00 0.01
H -5.496866 -2.439432 -0.721059 0.00 0.00 0.00
H -6.259072 -2.328619 1.653108 0.00 0.00 0.00
H -4.803701 -1.116826 3.300718 0.00 0.00 0.00
H -2.641650 -0.223079 2.534416 0.04 -0.01 0.01
O -0.398123 1.155473 4.085448 -0.04 -0.04 0.01
C -0.472502 1.205753 2.875699 0.05 0.06 0.00
O -0.618903 0.118716 2.156091 -0.19 0.18 -0.24
C -0.419969 2.546911 2.180426 0.05 -0.06 -0.02
C -0.361549 3.645164 3.007273 0.02 0.06 0.05
C -0.260530 4.925508 2.481120 0.00 -0.08 -0.01
C -0.207297 5.132900 1.122660 -0.03 0.04 -0.03
C -0.276774 4.044684 0.275418 0.01 -0.06 0.05
C -0.386151 2.704106 0.764307 0.03 0.08 -0.04
O -0.434107 1.727907 -0.061638 0.16 -0.20 0.08
N -0.213191 4.339144 -1.154727 0.00 0.06 -0.08
O -0.414470 3.452593 -1.967800 -0.02 -0.02 0.03
O 0.045209 5.487594 -1.480765 0.05 -0.04 0.03
N -0.200779 6.076296 3.377292 0.00 0.02 0.02
O -0.284872 5.868325 4.571849 0.00 0.00 0.00
O -0.071276 7.179258 2.877761 0.00 0.00 -0.01
H -0.378610 3.487775 4.076205 -0.01 0.00 0.00
H -0.122179 6.129799 0.720196 0.00 0.00 -0.01
C 5.830424 -0.193811 0.933788 0.01 -0.03 0.02
N 5.451384 0.820731 -0.028441 0.00 0.01 0.01
C 6.252965 1.342839 -1.026688 0.01 -0.03 0.02
C 5.520792 2.267654 -1.677966 0.00 0.02 0.00
N 4.280014 2.303936 -1.072620 0.03 -0.04 -0.02
C 3.172221 3.162614 -1.441275 -0.07 0.07 0.01
C 4.230864 1.409588 -0.055394 -0.07 0.02 -0.08
Se 2.798964 1.071328 1.037106 0.11 -0.08 0.12
H 6.897722 -0.379402 0.840669 0.00 0.00 -0.01
H 5.275836 -1.114158 0.754374 0.00 0.01 0.00
H 5.596381 0.152099 1.938589 0.00 0.01 0.00
H 7.266340 1.017037 -1.175473 0.00 0.00 0.00
H 5.773252 2.906514 -2.504678 -0.01 0.01 0.00
H 3.525336 3.904693 -2.153267 0.00 -0.01 -0.01
H 2.791739 3.657017 -0.549134 -0.01 0.03 0.00
H 2.363578 2.578453 -1.878173 -0.05 -0.01 -0.01
```
Forces are in eV/Å.

- molar mass (g mol⁻¹) = 774.0
- DFT total energy (Eh) = -10416.83216
- E_HOMO (spin up / spin down) (eV) = -7.55 / -7.55

=====

Entry 2:
Computed, not measured: one molecule with the formula C22H18N6O4 in a non-equilibrium geometry, with ωB97M-V/def2-TZVPD.

Structure (XYZ):
```
50
Properties=species:S:1:pos:R:3:forces:R:3
O -1.283745 0.231115 -2.750837 1.78 1.12 -0.26
O 2.279517 2.895042 -4.093781 -0.30 0.72 0.01
O 2.162688 5.108127 -4.078676 -1.05 -3.02 -0.28
N -1.850075 4.702579 -4.663618 0.56 1.88 -0.11
N 0.970390 0.847359 -0.988776 0.35 -0.26 1.77
N 0.655907 -1.784287 3.009083 -2.78 -1.24 -2.26
O -0.859123 -2.132487 1.193017 1.57 0.86 0.80
C -0.335684 0.972371 -3.094153 -2.48 -2.45 1.20
C -1.968599 3.407815 -4.699903 2.12 0.22 0.39
C -0.513318 5.031227 -4.532204 -1.20 1.08 0.12
C 0.259026 3.917114 -4.460313 -1.73 0.71 -0.14
C 0.462540 -0.172392 -0.332064 0.60 2.02 -2.71
C 0.249282 -1.490479 1.779974 0.27 -0.65 1.44
C -2.842352 -4.876445 3.658340 0.04 -0.24 0.10
C -2.716852 -3.532935 4.056314 -0.03 -0.30 -0.56
C -2.330714 -5.270723 2.411899 0.23 0.96 0.62
C -2.108876 -2.620218 3.209480 0.42 -0.01 0.07
C -1.682783 -4.345029 1.569759 0.06 -0.53 0.19
C 3.300344 -1.013349 5.382978 -1.65 -1.28 -0.39
C 4.059009 -0.099550 4.656468 0.38 0.99 -0.23
C -1.529954 -3.038471 1.998808 -0.80 0.02 0.64
C 0.936802 -0.519890 1.026833 0.30 1.33 -1.31
C 2.155898 -1.577731 4.793326 1.06 -0.01 1.38
C 3.635094 0.296789 3.401620 1.11 0.05 0.72
C 2.038062 0.135509 1.575896 -1.00 -0.74 -0.63
C 1.718316 -1.215412 3.523758 1.94 1.35 0.06
C 2.490550 -0.239885 2.829553 -0.75 -0.46 0.27
N 0.689594 1.310264 -2.256842 -0.56 -0.56 -0.52
N -0.670226 2.889676 -4.586066 -0.32 -2.53 -0.27
N 1.655436 3.954772 -4.193482 1.00 1.70 -0.05
C -3.292295 2.675642 -4.770875 0.74 -0.30 0.27
C -0.351907 1.460841 -4.531775 1.10 0.51 0.27
H -0.151805 6.059413 -4.451364 -0.37 -0.50 -0.09
H -0.243943 -0.770269 -0.867183 -0.68 -0.55 0.28
H -3.308031 -5.627569 4.333216 0.41 0.66 -0.60
H -3.048261 -3.143817 5.016828 -0.16 -0.42 -0.14
H -2.312951 -6.309621 2.141343 -0.29 -0.26 -0.18
H -2.007173 -1.598543 3.580861 0.10 -0.25 -0.45
H -1.257199 -4.693643 0.618909 -0.14 0.35 0.47
H 3.585437 -1.336908 6.386885 0.00 0.17 -0.37
H 4.948019 0.340066 5.126341 -0.33 -0.20 -0.40
H 1.569208 -2.354624 5.259154 0.05 -0.01 0.41
H 4.208583 0.978792 2.785786 0.10 0.16 0.23
H 2.564818 0.913080 1.047259 -0.12 0.02 -0.39
H 1.317135 2.026363 -2.632567 0.13 -0.66 0.72
H -4.037452 3.266413 -5.328856 0.57 -0.18 0.22
H -3.131726 1.700568 -5.248706 -0.31 0.20 0.14
H -3.672341 2.502889 -3.741579 0.26 0.05 -0.61
H 0.635093 1.287238 -4.955317 0.09 0.25 -0.15
H -1.039362 0.853216 -5.114751 -0.28 0.24 0.33
```
Forces are in eV/Å.

- SMILES string = Cc1ncc([N+](=O)[O-])n1CC(=O)N/N=C/c1cc2ccccc2nc1Oc1ccccc1
- molar mass (g mol⁻¹) = 430.4
- DFT total energy (Eh) = -1478.51033
- E_HOMO (eV) = -8.51

=====

Entry 3:
Computed, not measured: C22H19AgN6O4 as an isolated structure, with ωB97M-V/def2-TZVPD.

Structure (XYZ):
```
52
Properties=species:S:1:pos:R:3:forces:R:3
Ag 0.213971 -0.068683 0.254398 -0.06 -0.06 0.06
O -1.785107 3.955365 -1.646084 0.13 0.15 -0.03
C -1.108354 2.938208 -1.078176 -0.37 -0.21 0.33
O -0.879418 1.913185 -1.663864 0.14 -0.02 -0.08
C -0.758826 3.212069 0.353022 0.13 -0.01 0.03
C -0.758325 4.500857 0.852840 -0.03 0.08 -0.02
C -0.343059 4.690162 2.165867 -0.04 0.04 -0.01
C 0.054159 3.596762 2.904772 -0.01 0.08 0.04
C 0.003767 2.327487 2.329227 0.01 -0.10 -0.15
N -0.408826 2.145546 1.078156 0.05 0.22 -0.06
C 0.508587 1.107880 3.136718 -0.10 -0.02 0.13
O 1.113611 1.405102 4.174614 -0.05 -0.13 -0.15
O 0.262328 -0.024621 2.648240 0.17 0.13 0.05
H -1.960943 3.692650 -2.559841 -0.01 -0.03 -0.07
H -1.062869 5.326964 0.226684 0.01 -0.01 0.02
H -0.320801 5.685493 2.591918 0.00 -0.02 0.00
H 0.421529 3.676855 3.918076 -0.01 -0.03 -0.02
N -1.201188 -3.503911 -0.045934 0.09 0.20 -0.04
C -2.197728 -2.530660 -0.015644 0.16 -0.05 0.00
C -3.521791 -2.992267 0.054652 -0.07 -0.10 0.01
C -4.544594 -2.077971 0.122895 0.00 -0.01 -0.02
C -4.240043 -0.719792 0.122509 -0.01 0.01 0.02
C -2.912319 -0.363972 0.049674 0.02 0.04 -0.01
N -1.901635 -1.241604 -0.030246 -0.06 0.08 0.00
C 0.189145 -3.465609 -0.141459 -0.16 0.11 0.03
C 0.865517 -4.658581 0.154288 0.01 -0.14 0.02
C 2.231378 -4.707971 0.012701 -0.04 -0.01 0.00
C 2.904215 -3.570853 -0.422109 0.05 0.01 0.00
C 2.156713 -2.441846 -0.669299 -0.02 0.06 -0.01
N 0.823608 -2.367349 -0.528555 0.11 -0.09 -0.09
H -1.555514 -4.428320 0.112249 -0.04 -0.11 0.04
H -3.726679 -4.056798 0.060428 0.01 0.04 0.00
H -5.572419 -2.414898 0.178911 0.03 0.00 0.00
H -5.010047 0.036514 0.187774 0.04 -0.02 -0.01
H -2.617283 0.679094 0.067926 0.02 -0.05 -0.03
H 0.310178 -5.523757 0.496930 0.02 0.02 -0.01
H 2.769453 -5.619024 0.241440 -0.01 0.00 0.00
H 3.978069 -3.554146 -0.551668 -0.05 0.00 0.00
H 2.644222 -1.532095 -0.999650 -0.05 -0.01 0.02
N 6.589618 0.064510 -0.218196 -0.09 -0.11 -0.05
C 5.250635 0.325357 -0.090322 0.00 0.08 0.03
C 4.568328 0.063683 1.101604 0.06 -0.01 0.01
C 3.212618 0.308481 1.173872 -0.05 -0.01 0.01
N 2.492556 0.791620 0.150427 0.11 -0.07 0.03
C 3.152522 1.058565 -0.979754 -0.05 0.00 0.03
C 4.504534 0.845614 -1.153903 0.06 0.02 -0.02
H 7.128065 -0.134296 0.603777 0.03 0.03 0.05
H 7.089616 0.434178 -1.004915 0.01 0.04 0.00
H 5.093530 -0.326332 1.966409 -0.04 0.02 -0.04
H 2.665263 0.097707 2.089890 0.01 0.02 -0.10
H 2.557098 1.458789 -1.794974 0.01 -0.03 0.03
H 4.978238 1.084859 -2.099496 -0.03 -0.02 0.04
```
Forces are in eV/Å.

- molar mass (g mol⁻¹) = 539.3
- DFT total energy (Eh) = -1626.30490
- E_HOMO (eV) = -7.70